Entry 1:
{
  "formula": "C29H29LuN3Si",
  "method": "the ωB97M-V functional and the def2-TZVPD basis",
  "charge": 1,
  "e_above_lowest_kcal_mol": 28.2,
  "gap_ha": [0.1180, 0.1180],
  "e_tot_ev": -76502.078,
  "symbols": ["H", "C", "H", "Lu", "C", "H", "C", "H", "H", "H", "H", "C", "H", "N", "H", "H", "H", "C", "C", "C", "C", "C", "C", "C", "H", "C", "C", "H", "C", "H", "H", "C", "C", "N", "H", "H", "H", "H", "N", "C", "H", "C", "H", "C", "C", "C", "H", "H", "H", "C", "H", "Si", "C", "C", "H", "H", "H", "H", "C", "C", "C", "C", "C"],
  "positions_angstrom": [[-2.851, -2.513, -3.170], [2.708, 2.362, 1.510], [1.650, 2.255, 3.499], [0.704, 1.361, 0.698], [-2.088, -1.391, 2.802], [3.937, -4.461, -4.535], [-3.491, -4.162, -1.891], [-0.368, -1.470, 1.448], [-3.465, 1.630, 3.783], [2.959, -0.920, 0.759], [-0.411, 1.156, -1.857], [3.212, -2.434, -4.108], [4.146, -1.963, -4.430], [-1.620, 2.714, 2.332], [3.767, 1.471, -0.269], [0.034, -4.164, -2.768], [-1.193, 7.185, 3.226], [-0.670, 6.557, 2.511], [-1.093, -0.858, 2.004], [2.722, 0.070, 1.163], [2.038, 0.331, 2.396], [3.115, -3.830, -4.165], [1.926, -4.421, -3.711], [1.024, 6.258, 0.786], [1.664, -0.425, 3.092], [-2.849, 0.866, 3.311], [-0.357, 4.403, 1.478], [1.092, 4.270, -0.129], [0.645, 4.927, 0.625], [-2.157, -2.480, 2.899], [2.248, -0.570, -3.754], [3.140, 1.332, 0.618], [0.326, 0.332, -1.966], [-0.991, 0.488, 1.815], [-3.741, -0.914, 4.108], [1.826, 6.657, 0.166], [2.953, 3.422, 1.435], [0.685, 8.112, 1.833], [-0.606, 3.023, 1.513], [-1.052, 5.219, 2.374], [-0.816, -1.007, -0.662], [0.919, -3.632, -3.133], [-0.109, -3.616, -0.014], [2.150, -1.647, -3.633], [-1.458, -2.915, -1.584], [-1.969, -4.742, -0.088], [-1.851, 4.771, 2.963], [-3.898, -5.664, -0.389], [-1.731, -5.317, 0.809], [-3.178, -4.942, -0.772], [1.762, -5.505, -3.771], [-0.448, -1.388, -2.132], [-2.969, -0.513, 3.462], [-1.825, 1.359, 2.482], [-1.347, -0.761, -3.161], [0.992, 0.511, -2.835], [-4.430, -4.308, -2.417], [0.994, 0.194, -1.055], [-2.629, -3.142, -2.305], [2.020, 1.745, 2.607], [0.373, 7.071, 1.728], [-1.080, -3.744, -0.516], [1.013, -2.233, -3.016]],
  "mulliken_charge": [0.32, -0.56, 0.52, 1.32, -0.84, 0.36, -0.58, 0.50, 0.53, 0.46, 0.49, -0.65, 0.36, -0.37, 0.45, 0.23, 0.39, -0.62, 0.00, -0.55, -0.54, -0.44, -0.70, -0.75, 0.53, -0.49, 0.42, 0.52, -0.26, 0.45, 0.25, -0.58, -0.94, 0.06, 0.42, 0.39, 0.62, 0.40, 0.06, -0.26, -0.14, -0.27, 0.50, -0.58, -0.42, -0.79, 0.46, 0.38, 0.42, -0.48, 0.37, 1.01, -0.31, 0.04, -0.42, 0.11, 0.40, -0.06, -0.29, -0.30, -0.43, 0.05, 0.80]
}


Entry 2:
{
  "formula": "C5H15N2",
  "method": "the ωB97M-V functional and the def2-TZVPD basis",
  "charge": 1,
  "smiles": "CNCCCC[NH3+]",
  "e_above_lowest_kcal_mol": 23.4,
  "gap_ha": 0.3134,
  "e_tot_ev": -8401.663,
  "symbols": ["H", "C", "H", "H", "C", "H", "H", "C", "C", "H", "H", "H", "H", "H", "H", "H", "N", "C", "N", "H", "H", "H"],
  "positions_angstrom": [[3.257, 0.145, 0.678], [-0.762, 0.597, 0.813], [1.627, 0.797, -0.729], [-3.311, 1.888, -0.918], [1.819, -0.268, -0.837], [-3.254, 1.330, 0.804], [-3.403, 0.188, -0.536], [0.501, -1.029, -0.710], [-0.219, -0.837, 0.617], [0.415, -1.048, 1.485], [0.681, -2.077, -0.925], [0.061, 1.286, 1.043], [-1.402, 0.563, 1.703], [-1.030, -1.557, 0.714], [-1.178, 1.992, -0.628], [3.472, -1.363, -0.025], [2.790, -0.667, 0.272], [-2.963, 1.135, -0.220], [-1.479, 1.071, -0.349], [-0.149, -0.633, -1.494], [2.213, -1.055, 1.024], [2.312, -0.461, -1.781]],
  "mulliken_charge": [0.36, -0.67, 0.38, 0.34, -0.71, 0.31, 0.26, -0.63, -0.51, 0.29, 0.34, 0.31, 0.35, 0.32, 0.25, 0.37, -0.20, -0.90, -0.27, 0.39, 0.27, 0.34]
}


Entry 3:
{
  "formula": "C17H15Cl2N3O6",
  "method": "the ωB97M-V functional and the def2-TZVPD basis",
  "smiles": "COC(=O)NCCc1n[nH]c2c1C(=O)c1c(OC)c(Cl)c(Cl)c(OC)c1C2=O",
  "gap_ha": 0.2885,
  "e_tot_ev": -59668.850,
  "symbols": ["O", "H", "C", "H", "H", "C", "H", "C", "O", "H", "C", "C", "C", "H", "O", "C", "C", "C", "N", "H", "C", "H", "H", "H", "N", "Cl", "C", "Cl", "C", "O", "H", "H", "H", "C", "C", "C", "O", "N", "H", "C", "C", "O", "H"],
  "positions_angstrom": [[-1.745, -0.512, -2.163], [4.201, -2.969, -2.936], [-1.825, 1.805, 0.635], [-1.249, 5.267, -0.628], [-0.313, -0.986, -3.669], [-1.507, 0.588, -0.119], [-1.514, 6.049, 0.896], [-0.278, -0.364, 1.947], [-2.528, 4.113, 0.709], [2.803, -1.626, 1.742], [2.271, -2.622, 1.578], [0.457, -1.294, 2.865], [-1.336, 1.826, 2.130], [2.868, -3.437, -3.973], [2.264, -2.805, -2.097], [-1.402, 5.038, 0.388], [-0.857, -0.580, 0.598], [0.978, -2.690, 2.565], [0.692, -0.713, 4.005], [0.162, -3.351, 2.177], [2.749, -3.226, -0.887], [1.113, -2.464, -0.056], [0.351, 1.378, 4.476], [3.136, -1.751, -3.605], [0.030, 0.565, 3.874], [-3.970, 4.041, -1.906], [-3.014, 2.761, -1.230], [-3.870, 1.413, -3.443], [-2.059, 0.526, -1.428], [-0.956, -1.673, 0.092], [-0.779, 0.693, -3.531], [-0.580, 4.585, 0.861], [1.310, -3.099, 3.506], [-0.609, -0.233, -2.962], [-2.421, 2.925, 0.004], [-2.935, 1.612, -1.960], [3.940, -3.448, -0.599], [1.979, -2.895, 0.229], [3.078, -3.247, 1.861], [3.169, -2.728, -3.204], [-0.498, 0.794, 2.631], [-1.531, 2.710, 2.960], [0.228, 0.027, -2.331]],
  "mulliken_charge": [-0.51, 0.35, 0.28, 0.32, 0.34, -0.27, 0.25, 1.52, -0.48, 0.33, -0.71, -0.12, 0.24, 0.28, -0.29, -0.77, 0.68, -0.70, -0.78, 0.35, 0.60, 0.14, 0.28, 0.24, 0.04, -0.16, 1.02, -0.15, 0.32, -0.62, 0.33, 0.31, 0.38, -0.79, 0.01, -0.29, -0.66, -0.03, 0.49, -0.73, -0.72, -0.62, 0.28]
}


Entry 4:
{
  "formula": "C17H68O17",
  "method": "the ωB97M-V functional and the def2-TZVPD basis",
  "e_above_lowest_kcal_mol": 99.0,
  "gap_ha": 0.3168,
  "e_tot_ev": -53528.846,
  "symbols": ["H", "C", "O", "H", "H", "H", "C", "H", "H", "O", "H", "C", "C", "H", "C", "H", "H", "H", "H", "H", "C", "H", "H", "H", "H", "H", "H", "H", "H", "H", "O", "H", "O", "H", "C", "H", "H", "H", "H", "C", "H", "C", "C", "O", "H", "H", "C", "H", "C", "C", "H", "H", "H", "H", "H", "O", "O", "H", "H", "H", "H", "H", "H", "O", "O", "H", "H", "H", "H", "H", "O", "H", "O", "C", "H", "H", "C", "H", "H", "H", "O", "H", "H", "O", "H", "H", "O", "C", "H", "H", "H", "O", "H", "O", "H", "O", "H", "H", "H", "H", "C", "H"],
  "positions_angstrom": [[10.454, -3.135, 3.951], [14.666, -4.271, 9.866], [12.212, -2.354, 3.430], [10.132, -6.116, 6.164], [14.496, -0.065, 5.783], [15.344, -7.286, 8.401], [8.862, -5.578, 2.696], [11.086, -9.093, 4.610], [14.470, -7.394, 2.185], [14.683, -4.033, 4.450], [11.801, -3.597, 4.942], [14.117, -5.022, 5.239], [17.556, -5.055, 3.152], [16.558, -5.004, 2.804], [12.923, -2.469, 7.494], [15.032, -4.635, 8.962], [11.560, -4.295, 3.400], [11.979, -1.021, 8.434], [17.567, -1.305, 2.399], [17.403, -0.419, 4.504], [10.455, -4.659, 7.292], [17.480, -3.469, 6.021], [15.551, -5.240, 0.818], [9.421, -4.886, 7.474], [15.560, -5.320, 11.283], [14.296, -4.051, 3.559], [18.460, -1.697, 5.035], [15.144, -3.056, 5.868], [13.221, -5.248, 2.078], [16.955, -2.337, 4.252], [15.649, -7.676, 3.717], [13.128, -7.700, 8.486], [17.117, -6.703, 6.114], [12.888, -2.227, 6.474], [11.823, -8.569, 5.080], [13.038, -7.154, 6.809], [10.844, -7.163, 1.358], [8.747, -4.486, 2.944], [15.467, 0.151, 3.259], [15.458, -7.869, 2.361], [15.222, -2.655, 2.216], [17.727, -1.469, 4.300], [14.469, -5.030, 0.612], [15.670, -2.582, 6.568], [17.247, -2.801, 7.754], [15.564, -8.956, 1.941], [15.025, -1.723, 1.674], [16.451, -4.414, 7.307], [16.804, -3.403, 6.943], [11.455, -3.392, 3.954], [14.977, -1.979, 0.642], [14.217, -4.150, 0.049], [9.241, -5.587, 1.680], [13.784, -1.964, 7.921], [13.311, -9.631, 4.844], [15.999, -0.767, 1.754], [12.306, -6.565, 2.739], [11.750, -5.816, 0.870], [12.527, -7.376, 3.282], [15.762, -0.181, 1.017], [18.042, -8.428, 5.363], [16.138, -7.230, 1.838], [14.055, -1.290, 1.963], [15.141, 0.585, 4.076], [9.697, -6.116, 3.734], [7.900, -6.055, 2.518], [17.429, -4.589, 4.125], [14.030, -4.659, 6.272], [12.535, -7.483, 0.906], [17.632, -8.284, 7.210], [13.970, -4.698, 1.877], [15.239, -3.387, 10.130], [11.824, -1.960, 8.183], [13.431, -6.919, 7.769], [13.131, -3.505, 7.632], [18.089, -4.542, 2.358], [14.391, -0.377, 4.784], [12.183, -2.394, 2.475], [10.443, -3.697, 6.829], [11.858, -8.842, 6.138], [14.719, -5.192, 10.890], [13.094, -5.373, 4.918], [14.828, -1.342, 4.812], [14.911, -6.773, 7.713], [18.897, -7.440, 6.645], [10.596, -6.123, 3.520], [13.095, -8.761, 4.511], [11.826, -6.800, 1.416], [17.300, -6.825, 3.779], [16.298, -6.782, 6.623], [14.827, -5.812, 5.183], [18.272, -1.478, 3.009], [14.835, -8.004, 4.065], [10.885, -5.603, 6.360], [13.953, -5.905, 0.177], [18.064, -6.322, 3.411], [11.548, -7.480, 4.971], [13.335, -0.398, 4.531], [13.687, -3.972, 9.645], [11.003, -4.688, 8.187], [17.929, -7.838, 6.265], [12.945, -6.025, 8.136]],
  "mulliken_charge": [0.89, -0.04, -0.52, 0.19, 0.46, 0.21, -0.76, 0.40, -0.16, 2.40, -0.79, 3.89, 0.30, -0.53, -0.38, -0.26, -0.43, 0.37, 0.37, 0.25, -0.96, 0.05, 0.22, 0.45, 0.31, -0.96, 0.45, -0.40, -0.34, -0.29, -0.36, 0.62, -0.27, 0.28, -1.12, -0.48, 0.37, 0.25, 0.36, -0.23, -0.36, -0.12, -0.92, -0.53, 0.43, 0.22, -0.44, -0.24, -0.21, 0.36, 0.55, 0.31, 0.26, 0.69, 0.31, -0.57, 0.02, 0.32, 0.04, 0.35, 0.18, 0.36, 0.32, -0.68, -0.44, 0.34, 0.16, -1.86, 0.42, 0.36, 0.09, 0.46, -0.59, 0.11, -0.52, 0.44, -0.57, 0.26, 0.28, 0.44, -0.59, -0.87, 0.12, -0.52, 0.27, 0.17, -0.60, -0.94, 0.30, 0.25, -0.61, -0.68, 0.15, -0.19, 0.41, -0.61, 0.21, 0.33, 0.15, 0.26, -0.81, -0.07]
}